1.
Molecular formula: C6H8N2O2
Method: DFT, ωB97M-V/def2-TZVPD

Calculated values
**E**: -13425.003 eV
**Gap between HOMO and LUMO**: 9.9 eV
**Energy relative to the best compared isomer or geometry (same formula, charge and spin)**: 54.7 kcal/mol

Element x y z (Å)
C -2.177 0.181 2.790
C -1.169 -0.132 1.987
C 1.416 -1.279 -1.521
C 0.455 -1.151 -0.367
C -0.129 0.018 -0.215
C 1.153 1.197 -1.972
H -2.186 1.102 3.344
H -3.020 -0.471 2.903
H -0.275 0.523 1.928
H -1.052 -1.045 1.410
H 2.499 -0.075 -2.887
H 0.265 -2.030 0.202
H -0.820 0.161 0.643
H -0.339 2.041 -0.806
N 1.702 -0.081 -2.209
N 0.164 1.138 -0.967
O 1.995 -2.315 -1.732
O 1.519 2.215 -2.530


2.
Molecular formula: C53H67BClFNO8PS
Method: DFT, ωB97M-V/def2-TZVPD

Calculated values
**Structure (SMILES)**: CB(O)[C@]1(S(=O)(=O)F)[C@H](Cl)C(=O)O[C@]1(CCOCCOc1ccc(C(C)(C)CC(C)(C)C)cc1)P(N)O.c1ccccc1.c1ccccc1.c1ccccc1.c1ccccc1.c1ccccc1
**E**: -109960.153 eV
**Gap between HOMO and LUMO**: 9.1 eV

Element x y z (Å)
C -3.655 -1.143 4.722
B -3.745 -0.288 3.412
O -4.958 -0.062 2.825
C -2.400 0.322 2.683
S -2.481 -0.404 1.054
O -3.560 0.115 0.291
O -2.417 -1.816 1.226
F -1.162 0.024 0.340
C -1.041 -0.054 3.325
Cl -0.661 -1.707 3.786
C -0.842 0.987 4.391
O -0.277 0.925 5.429
O -1.413 2.119 3.917
C -2.279 1.881 2.785
C -1.766 2.697 1.562
C -0.354 3.215 1.726
O 0.577 2.150 1.678
C 1.828 2.442 2.284
C 3.001 2.039 1.399
O 3.553 0.756 1.701
C 2.943 -0.228 0.928
C 1.915 -0.979 1.465
C 1.258 -1.924 0.677
C 1.610 -2.133 -0.654
C 0.874 -3.094 -1.599
C -0.191 -3.906 -0.859
C 0.158 -2.195 -2.637
C 1.937 -4.064 -2.199
C 1.744 -4.683 -3.602
C 2.773 -5.838 -3.678
C 2.116 -3.717 -4.742
C 0.364 -5.298 -3.839
C 2.686 -1.386 -1.146
C 3.358 -0.449 -0.378
P -3.876 2.631 3.440
N -3.416 4.236 3.714
O -4.671 2.721 2.018
H -3.201 -2.096 4.443
H -4.656 -1.374 5.080
H -3.048 -0.680 5.498
H -5.535 -0.817 2.989
H -0.283 0.203 2.577
H -2.399 3.579 1.455
H -1.858 2.166 0.621
H -0.154 3.892 0.885
H -0.249 3.809 2.634
H 1.914 1.936 3.250
H 1.921 3.511 2.486
H 2.657 2.060 0.364
H 3.793 2.774 1.518
H 1.628 -0.812 2.494
H 0.457 -2.480 1.139
H 0.257 -4.711 -0.277
H -0.886 -4.357 -1.563
H -0.788 -3.291 -0.190
H -0.198 -1.300 -2.123
H -0.729 -2.690 -3.024
H 0.809 -1.853 -3.435
H 2.926 -3.613 -2.190
H 2.001 -4.906 -1.508
H 2.666 -6.495 -2.817
H 2.592 -6.428 -4.575
H 3.786 -5.438 -3.717
H 2.946 -3.090 -4.417
H 1.283 -3.095 -5.058
H 2.453 -4.296 -5.601
H 0.436 -5.976 -4.692
H 0.023 -5.892 -2.995
H -0.380 -4.557 -4.122
H 2.997 -1.534 -2.172
H 4.182 0.124 -0.780
H -2.549 4.552 3.295
H -3.387 4.375 4.715
H -5.500 2.246 2.135
C -6.880 -4.726 5.820
C -5.584 -4.301 5.563
C -4.680 -4.156 6.606
C -5.072 -4.433 7.908
C -6.370 -4.851 8.166
C -7.274 -4.999 7.123
H -7.583 -4.846 5.006
H -5.276 -4.087 4.547
H -3.668 -3.827 6.405
H -4.367 -4.322 8.721
H -6.678 -5.063 9.182
H -8.285 -5.327 7.325
C 3.347 1.618 -5.517
C 2.653 2.785 -5.808
C 1.698 3.265 -4.922
C 1.434 2.577 -3.746
C 2.119 1.403 -3.461
C 3.077 0.926 -4.345
H 4.094 1.247 -6.206
H 2.856 3.321 -6.727
H 1.159 4.177 -5.148
H 0.690 2.951 -3.054
H 1.902 0.857 -2.551
H 3.613 0.011 -4.122
C 3.082 7.301 -5.484
C 2.384 8.465 -5.775
C 1.427 8.941 -4.890
C 1.166 8.252 -3.714
C 1.860 7.085 -3.425
C 2.819 6.610 -4.309
H 3.831 6.932 -6.173
H 2.586 9.002 -6.694
H 0.884 9.850 -5.117
H 0.420 8.624 -3.023
H 1.653 6.544 -2.511
H 3.359 5.699 -4.084
C 5.876 -3.826 4.916
C 4.662 -3.879 4.244
C 4.181 -2.754 3.587
C 4.911 -1.572 3.601
C 6.122 -1.521 4.279
C 6.605 -2.646 4.934
H 6.253 -4.704 5.424
H 4.091 -4.798 4.232
H 3.237 -2.800 3.059
H 4.542 -0.691 3.088
H 6.692 -0.601 4.295
H 7.551 -2.602 5.460
C -2.441 2.149 -5.270
C -3.150 3.306 -5.561
C -4.095 3.785 -4.663
C -4.325 3.112 -3.471
C -3.614 1.955 -3.183
C -2.677 1.469 -4.083
H -1.700 1.776 -5.967
H -2.966 3.835 -6.487
H -4.647 4.689 -4.890
H -5.052 3.491 -2.764
H -3.791 1.419 -2.259
H -2.125 0.565 -3.856


3.
Molecular formula: C2FLiO2Rh
Method: DFT, ωB97M-V/def2-TZVPD

Calculated values
**2S+1**: 5
**⟨S²⟩**: 6.011
**E**: -12088.600 eV
**Total charge**: +1
**Gap between HOMO and LUMO (spin up / spin down)**: 7.0 / 8.2 eV
**Energy relative to the best compared isomer or geometry (same formula, charge and spin)**: 0.0 kcal/mol

Element x y z (Å)
Li 0.166 -1.996 -2.166
O -0.610 -1.495 -0.583
C -0.571 -0.508 0.163
C 0.060 0.765 -0.013
O 0.060 1.693 0.814
F 1.077 0.741 -0.929
Rh -0.183 0.801 2.715


4.
Molecular formula: C3H14O3S2
Method: DFT, ωB97M-V/def2-TZVPD

Calculated values
**Structure (SMILES)**: CCSSC.O.O.O
**E**: -31150.500 eV
**Gap between HOMO and LUMO**: 9.1 eV
**Energy relative to the best compared isomer or geometry (same formula, charge and spin)**: 22.3 kcal/mol

Element x y z (Å)
C 2.044 0.791 0.640
C 0.863 0.798 1.613
S -0.738 1.438 1.008
S -1.860 -0.137 0.560
C -1.724 -0.754 -1.199
H 2.690 -0.078 0.577
H 2.619 1.684 0.941
H 1.650 0.858 -0.384
H 0.670 -0.169 2.120
H 1.038 1.582 2.349
H -2.306 -1.680 -1.197
H -2.391 -0.110 -1.750
H -0.667 -0.735 -1.397
O 0.716 0.593 -3.037
H 0.576 1.552 -2.953
H 0.961 0.493 -3.972
O 2.599 -1.080 -1.928
H 2.814 -0.251 -2.386
H 1.635 -0.946 -1.880
O -0.219 -2.526 1.980
H -0.882 -2.056 1.456
H 0.548 -2.764 1.422